A structure of composition C5H15N3, computed with ωB97M-V with the def2-TZVPD basis set.

Structure (XYZ):
```
23
Properties=species:S:1:pos:R:3:lowdin_charge:R:1
C 0.124 -1.886 -0.831 -0.32
C -0.773 -2.491 0.249 -0.12
C -0.150 -0.400 -1.070 -0.13
H 1.173 -2.029 -0.547 0.09
H -0.016 -2.457 -1.758 0.10
H -1.823 -2.418 -0.041 0.07
H -0.647 -1.982 1.205 0.05
H -0.543 -3.547 0.406 0.07
H 0.560 1.607 -1.206 0.12
H 0.394 -0.096 -1.976 0.06
H -1.221 -0.254 -1.255 0.07
C 1.538 0.238 1.104 -0.08
N 0.405 2.139 -0.303 -0.05
C 0.155 0.604 0.650 -0.52
N -0.803 2.898 -0.468 0.02
N -0.781 0.682 1.502 0.04
H 1.111 2.749 0.116 0.14
H -1.404 2.321 -1.054 0.08
H -1.244 2.939 0.451 0.07
H -1.684 0.961 1.126 0.02
H 2.253 0.320 0.287 0.08
H 1.835 0.884 1.934 0.08
H 1.541 -0.782 1.480 0.08
```

The spin multiplicity is 1. For the LUMO energy, the calculation gives 0.8 eV. The frontier orbital gap comes out at 8.244 eV. As for the calculated total energy: -363.62165 Eh. Its energy above the lowest of the compared OMol25 structures with the same formula, charge and spin is 434.39 kJ/mol. The highest occupied orbital energy is -7.41 eV. Its strongest force on any atom is 0.062 hartree/bohr.